Record 1
This record from OMol25 describes 2 unconnected molecules or ions with the total composition C2H5ClS2. The level of theory is ωB97M-V/def2-TZVPD.

Structure (XYZ):
```
10
Properties=species:S:1:pos:R:3:mulliken_charge:R:1
C 0.1048 0.9872 1.6063 -0.521
C 1.3232 -1.2241 -1.6953 -0.024
S 1.3930 0.0279 -2.8400 -0.072
S -0.0999 -2.0244 -1.4676 -0.063
Cl -1.4631 0.8039 0.7454 -0.189
H 0.7249 0.1704 1.3694 0.242
H -0.2483 0.8969 2.6130 0.258
H 0.5179 1.9298 1.2294 0.225
H 0.1845 0.0926 -3.3790 0.065
H -0.9276 -1.3823 -2.4667 0.079
```

The charge is 0. The value obtained for the gap between HOMO and LUMO is 0.34650 Ha. The calculation puts the LUMO energy at -0.00021 Ha. For the highest occupied orbital energy, the calculation gives -9.434 eV.


Record 2
This record from OMol25 describes 4 unconnected molecules or ions with the total composition C11H24B2BrF2N6O7. The level of theory is ωB97M-V/def2-TZVPD.

Structure (XYZ):
```
53
Properties=species:S:1:pos:R:3:mulliken_charge:R:1
C 2.6725 0.0999 1.2050 -0.196
C 1.6481 0.5322 0.3120 -0.270
C 0.1635 0.6970 -0.4404 -0.497
C -0.4998 -0.7978 -0.7871 0.055
C -0.6588 -1.7489 0.5404 -0.531
B -2.2097 -2.0703 0.9849 0.494
F -2.1015 -2.3719 2.4437 -0.387
O -2.4217 -3.4161 0.3443 -0.537
C -3.2026 -3.1073 -0.8995 0.342
F -3.8088 -4.4271 -1.1906 -0.352
C -4.1805 -1.8271 -0.5288 0.355
Br -4.3850 -0.3570 -1.9256 -0.284
B -5.7567 -2.1530 -0.1940 0.556
O -6.4764 -3.0758 -1.1353 -0.563
O -6.5596 -1.5980 0.9129 -0.490
C -7.4530 -0.5669 0.2993 -0.514
O -3.3159 -1.2179 0.5065 -0.374
H 3.4869 -0.4990 1.8399 0.284
H -0.5842 1.1949 0.3170 0.245
H 0.3262 1.3306 -1.4154 0.301
H 0.2179 -1.3472 -1.5400 0.212
H -1.5070 -0.5968 -1.3545 -0.135
H -0.0187 -1.3777 1.4766 0.118
H -0.1740 -2.8009 0.2508 0.142
H -2.5152 -2.9094 -1.8269 0.104
H -6.9301 -3.7876 -0.5951 0.287
H -6.8600 0.4450 0.0765 0.210
H -8.3925 -0.3479 0.9734 0.253
H -7.8837 -0.9095 -0.7521 0.175
C 6.4951 -0.3313 3.1346 0.591
O 5.2853 -0.4041 3.2820 -0.678
N 7.0865 0.6700 2.4585 -0.275
N 7.3450 -1.2459 3.6354 -0.386
H 8.0808 0.7471 2.3266 0.246
H 6.4825 1.3799 2.0652 0.196
H 6.9408 -2.0164 4.1514 0.223
H 8.3441 -1.2031 3.5245 0.160
C 9.5819 3.3210 2.0103 0.648
O 9.2853 2.1467 2.1641 -0.722
N 9.7155 3.8846 0.7962 -0.393
N 9.8016 4.1566 3.0414 -0.397
H 9.9590 4.8495 0.6495 0.166
H 9.5586 3.2901 -0.0073 0.221
H 9.7113 3.7725 3.9728 0.222
H 10.0468 5.1266 2.9349 0.167
C -6.3702 1.5093 -4.4972 0.660
O -5.3731 1.8657 -3.8894 -0.618
N -7.2584 0.6362 -3.9893 -0.311
N -6.6698 1.9581 -5.7295 -0.409
H -8.0851 0.3308 -4.4745 0.154
H -7.0704 0.2738 -3.0636 0.155
H -6.0270 2.6173 -6.1485 0.235
H -7.4859 1.6764 -6.2459 0.144
```

The charge is -1. The value obtained for the gap between HOMO and LUMO is 0.24123 Ha. The calculation puts the LUMO energy at 0.05641 Ha. For the highest occupied orbital energy, the calculation gives -5.029 eV.


Record 3
This record from OMol25 describes 2 unconnected molecules or ions with the total composition C3H8N2O. The level of theory is ωB97M-V/def2-TZVPD.

Structure (XYZ):
```
14
Properties=species:S:1:pos:R:3:mulliken_charge:R:1
C 1.0758 -0.1761 -1.4457 -0.705
C 2.3949 -1.5798 -0.1361 -0.311
N 1.2307 -1.1342 -0.3774 -0.315
H 1.9349 0.4737 -1.6240 0.325
H 0.1783 0.4339 -1.3068 0.195
H 0.8616 -0.6627 -2.4097 0.310
H 2.6887 -1.7547 0.9064 0.235
H 3.2097 -1.3985 -0.8443 0.264
C -2.5290 1.5474 1.0014 0.105
N -2.3368 0.2671 1.3466 -0.367
O -2.0666 2.1522 0.0519 -0.483
H -2.6313 2.2015 1.9221 0.262
H -2.1631 -0.0856 2.2675 0.256
H -1.8477 -0.2839 0.6480 0.229
```

The charge is 0. The value obtained for the gap between HOMO and LUMO is 0.38599 Ha. As for the SMILES: C=NC.NC=O. The calculation puts the LUMO energy at 0.03565 Ha. For the highest occupied orbital energy, the calculation gives -9.533 eV.


Record 4
This record from OMol25 describes C2H4O3 in the gas phase. The level of theory is ωB97M-V/def2-TZVPD.

Structure (XYZ):
```
9
Properties=species:S:1:pos:R:3:mulliken_charge:R:1
C -0.5419 -0.2490 -0.1278 -0.321
C 0.6972 0.3298 0.2912 0.711
H -0.7523 -1.2260 1.6401 0.359
H -0.4728 -0.6177 -1.2739 0.202
H -1.1631 0.6742 -0.2512 0.254
H 0.9704 0.7775 -1.6887 0.339
O -1.1586 -1.0606 0.7273 -0.524
O 1.3170 1.0497 -0.7141 -0.507
O 1.1041 0.3222 1.3972 -0.513
```

The charge is 0. The value obtained for the gap between HOMO and LUMO is 0.40899 Ha. As for the SMILES: O=C(O)CO. The calculation puts the LUMO energy at 0.01408 Ha. For the highest occupied orbital energy, the calculation gives -10.746 eV.


Record 5
This record from OMol25 describes a molecular structure, C6H9MgO7Rb. The level of theory is ωB97M-V/def2-TZVPD.

Structure (XYZ):
```
24
Properties=species:S:1:pos:R:3:mulliken_charge:R:1
O 1.1789 2.7640 -0.8145 -0.773
C 2.1220 1.9013 -0.7302 1.195
O 2.6865 1.7369 0.3806 -0.814
Mg 1.2766 2.9285 1.2648 0.819
O 2.3363 1.1518 -1.7747 -0.353
C 2.7691 -0.2171 -1.6090 -0.166
C 1.7404 -1.0654 -0.9476 -0.927
H 3.7224 -0.2235 -1.0659 0.312
H 2.9443 -0.5360 -2.6476 0.265
H 2.1349 -1.7633 -0.2060 0.362
H 1.0473 -1.5766 -1.6201 0.431
C -2.7885 -1.6609 1.1316 -0.378
C -1.5061 -0.8745 0.9977 -0.031
O -1.6706 0.3345 1.7139 -0.324
C -1.2631 1.4825 1.1646 0.919
O -1.4965 1.6376 -0.0457 -0.635
O -0.3573 2.0902 1.8175 -0.588
O -2.6626 -2.8334 0.3598 -0.509
Rb -0.6840 3.1739 -2.2356 1.057
H -3.6567 -1.0535 0.8227 0.283
H -2.9506 -1.9045 2.1957 0.273
H -0.7647 -0.6945 -0.0728 0.059
H -3.4630 -3.3582 0.4429 0.315
H -0.6951 -1.4398 1.4778 0.207
```

Its expectation value of S² is 0.75. The charge is +1. The value obtained for the gap between HOMO and LUMO (spin up / spin down) is 0.28035 / 0.28276 Ha. The calculation puts the LUMO energy (spin up / spin down) at -0.17338 / -0.17412 Ha. Its spin multiplicity is 2. For the highest occupied orbital energy (spin up / spin down), the calculation gives -12.347 / -12.432 eV.


Number 1: electronic energy -1335.672663 hartree. Number 2: electronic energy -4112.310847 hartree. Number 3: electronic energy -303.791328 hartree. Number 4: electronic energy -304.297967 hartree. Number 5: electronic energy -984.705240 hartree.